1.
C2H3BrO | ωB97M-V/def2-TZVPD

The value obtained for the energy above the lowest of the compared OMol25 structures with the same formula, charge and spin is 113.6 kcal/mol. The LUMO energy is -1.43 eV. As for the max |F|: 4.39 eV Å⁻¹. The value obtained for the HOMO energy is -0.3466 Eh. For the total energy, the calculation gives -2727.074893 a.u. The HOMO-LUMO gap comes out at 8.006 eV.

```
! wB97M-V def2-TZVPD RIJCOSX def2/J DEFGRID3
* xyz 0 1
C 1.4754 -0.3101 0.8174
C -1.7162 0.8718 -0.9296
O 2.0258 -1.3106 1.1610
Br -1.4989 -0.8862 -1.3984
H 0.9420 -0.0885 -0.0131
H 1.4740 0.5535 1.5170
H -2.7021 1.1700 -1.1542
*
```

Want to see where the charge sits? The Löwdin charges in e are: C -0.1518; C -0.4430; O 0.0131; Br 0.6352; H -0.0175; H 0.0869; H -0.1229

***

2.
C2H3BrO | ωB97M-V/def2-TZVPD

The value obtained for the energy above the lowest of the compared OMol25 structures with the same formula, charge and spin is 154.9 kcal/mol. The LUMO energy (spin up / spin down) is -1.63 / -1.62 eV. As for the max |F|: 8.11 eV Å⁻¹. The value obtained for the HOMO energy (spin up / spin down) is -0.3320 / -0.3333 Eh. For the total energy, the calculation gives -2727.009103 a.u. The HOMO-LUMO gap (spin up / spin down) comes out at 7.403 / 7.449 eV.

```
! wB97M-V def2-TZVPD RIJCOSX def2/J DEFGRID3
* xyz 0 1
C 0.6390 -0.1917 0.0564
C -0.6868 0.3545 -0.0134
O 0.9262 -2.1702 -0.0518
Br 2.2464 0.5704 0.0653
H -1.2731 -0.1880 -0.7588
H -0.6536 1.4197 -0.2413
H -1.1981 0.2053 0.9436
*
```

Want to see where the charge sits? The Löwdin charges in e are: C -0.6428; C -0.1539; O -0.3950; Br 0.8953; H 0.1055; H 0.0801; H 0.1107

***

3.
C2H3BrO | ωB97M-V/def2-TZVPD

The value obtained for the energy above the lowest of the compared OMol25 structures with the same formula, charge and spin is 94.2 kcal/mol. The LUMO energy (spin up / spin down) is 0.86 / -3.65 eV. Its expectation value of S² is 2.006. As for the max |F|: 3.06 eV Å⁻¹. The value obtained for the HOMO energy (spin up / spin down) is -0.2056 / -0.4006 Eh. For the total energy, the calculation gives -2726.960795 a.u. The HOMO-LUMO gap (spin up / spin down) comes out at 6.454 / 7.251 eV.

```
! wB97M-V def2-TZVPD RIJCOSX def2/J DEFGRID3
* xyz 0 3
C -0.6864 -0.0925 -0.5108
C 0.4145 -0.0489 0.4167
O -0.0773 -1.2476 0.1357
Br 2.2491 0.2741 -0.0339
H -1.5521 0.2721 -0.0232
H -0.3212 0.0548 -1.5829
H -0.0266 0.7880 1.5985
*
```

Want to see where the charge sits? The Löwdin charges in e are: C -0.1154; C -0.8686; O -0.0337; Br 0.6642; H 0.0815; H 0.1423; H 0.1297

***

4.
C2H3BrO2 | ωB97M-V/def2-TZVPD

The value obtained for the energy above the lowest of the compared OMol25 structures with the same formula, charge and spin is 177.3 kcal/mol. The LUMO energy is -1.61 eV. As for the max |F|: 4.87 eV Å⁻¹. The value obtained for the HOMO energy is -0.3862 Eh. For the total energy, the calculation gives -2802.230908 a.u. The HOMO-LUMO gap comes out at 8.896 eV.

```
! wB97M-V def2-TZVPD RIJCOSX def2/J DEFGRID3
* xyz 0 1
C -0.6380 0.1375 -0.2283
C 0.6202 0.6943 0.2890
O -0.5150 -0.9895 -0.8315
O -0.7281 -2.7017 -1.4907
Br 0.5063 0.6628 2.2290
H -1.5070 0.6405 0.1087
H 0.9625 1.7413 -0.0132
H 1.2990 -0.1852 -0.0629
*
```

Want to see where the charge sits? The Löwdin charges in e are: C -0.2293; C -0.5739; O -0.0919; O -0.1017; Br 0.6726; H 0.1085; H 0.0982; H 0.1175

***

5.
C2H3BrO2 | ωB97M-V/def2-TZVPD

As for the SMILES: O=C[C@@H](O)Br. The value obtained for the energy above the lowest of the compared OMol25 structures with the same formula, charge and spin is 38.7 kcal/mol. The LUMO energy is 0.33 eV. As for the max |F|: 4.15 eV Å⁻¹. The value obtained for the HOMO energy is -0.3710 Eh. For the total energy, the calculation gives -2802.451843 a.u. The HOMO-LUMO gap comes out at 10.421 eV.

```
! wB97M-V def2-TZVPD RIJCOSX def2/J DEFGRID3
* xyz 0 1
O -0.3819 -2.7332 -0.1489
C -0.0261 -1.7105 0.3248
C 0.3721 -0.2176 -0.3038
O -0.2575 0.8374 0.3288
Br 2.2726 -0.0127 0.0019
H 0.1040 -1.7308 1.5017
H 0.1129 -0.2539 -1.3331
H 0.0203 1.7103 -0.1824
*
```

Want to see where the charge sits? The Löwdin charges in e are: O 0.0727; C -0.2710; C -0.7579; O -0.1417; Br 0.7104; H 0.1448; H 0.0808; H 0.1619

***

6.
C2H3BrO3S | ωB97M-V/def2-TZVPD

The value obtained for the energy above the lowest of the compared OMol25 structures with the same formula, charge and spin is 72.2 kcal/mol. The LUMO energy is -0.22 eV. As for the max |F|: 3.91 eV Å⁻¹. The value obtained for the HOMO energy is -0.3289 Eh. For the total energy, the calculation gives -3275.774946 a.u. The HOMO-LUMO gap comes out at 8.726 eV.

```
! wB97M-V def2-TZVPD RIJCOSX def2/J DEFGRID3
* xyz 0 1
C -1.6731 -0.1464 -1.2826
C 1.0651 -0.1732 0.3427
O 0.5223 -1.4034 0.0599
O 0.4974 2.3639 0.1486
O -0.8524 0.7816 -1.0903
S -0.2293 1.2187 0.4992
Br -2.5875 -0.8184 0.2574
H 1.8532 -0.1455 1.1667
H -0.2278 -1.7552 0.4414
H 1.6321 0.0780 -0.5431
*
```

Results of the Löwdin charge analysis, in e, for atoms 1 through 8: C -0.5420; C -0.3440; O -0.0978; O -0.4287; O -0.3698; S 0.9361; Br 0.6333; H 0.1286

***

7.
C2H3BrOS | ωB97M-V/def2-TZVPD

The value obtained for the energy above the lowest of the compared OMol25 structures with the same formula, charge and spin is 106.3 kcal/mol. The LUMO energy is -0.28 eV. As for the max |F|: 3.39 eV Å⁻¹. The value obtained for the HOMO energy is -0.2944 Eh. For the total energy, the calculation gives -3125.266892 a.u. The HOMO-LUMO gap comes out at 7.732 eV.

```
! wB97M-V def2-TZVPD RIJCOSX def2/J DEFGRID3
* xyz 0 1
C 1.1382 1.2899 0.4210
C -0.8563 -0.0980 0.5459
O 0.1105 0.9763 0.9335
S 0.9323 -1.4832 -2.2223
Br 1.7125 0.2373 -1.2344
H -0.8321 -0.8289 1.3306
H -0.4326 -0.5091 -0.3405
H -1.7725 0.4156 0.5662
*
```

Want to see where the charge sits? The Löwdin charges in e are: C -0.3001; C 0.0439; O -0.1454; S -0.2049; Br 0.4553; H 0.1053; H -0.0472; H 0.0932

***

8.
C2H3CaFO | ωB97M-V/def2-TZVPD

The value obtained for the energy above the lowest of the compared OMol25 structures with the same formula, charge and spin is 0.0 kcal/mol. The LUMO energy is -0.92 eV. As for the max |F|: 3.16 eV Å⁻¹. The value obtained for the HOMO energy is -0.2728 Eh. For the total energy, the calculation gives -930.638826 a.u. The HOMO-LUMO gap comes out at 6.500 eV.

```
! wB97M-V def2-TZVPD RIJCOSX def2/J DEFGRID3
* xyz 0 1
C -0.8516 0.0818 0.5216
C -0.8658 -1.1955 -0.1883
H -1.1736 0.0957 1.5754
F -1.5753 1.0643 -0.1804
H -0.8166 -2.0559 0.4941
H -1.5473 -1.2615 -1.0433
O 0.7890 0.6494 0.6516
Ca 1.3595 -0.7237 -0.6310
*
```

Want to see where the charge sits? The Löwdin charges in e are: C -0.4575; C -0.3065; H 0.1191; F -0.0624; H 0.0153; H 0.0220; O -0.6643; Ca 1.3342

***

9.
C2H3CeFO2P | ωB97M-V/def2-TZVPD

The LUMO energy (spin up / spin down) is -0.72 / -0.72 eV. Its expectation value of S² is 0.751. As for the max |F|: 1.85 eV Å⁻¹. The value obtained for the HOMO energy (spin up / spin down) is -0.2631 / -0.2638 Eh. For the total energy, the calculation gives -1144.813577 a.u. The HOMO-LUMO gap (spin up / spin down) comes out at 6.443 / 6.458 eV.

```
! wB97M-V def2-TZVPD RIJCOSX def2/J DEFGRID3
* xyz 0 2
P 3.6773 0.0767 -0.3962
F 2.9759 0.0017 1.2979
O -0.5430 -1.0665 0.0562
C -1.7958 -0.5789 -0.0899
H -2.6198 -1.2960 -0.2056
H 3.4818 -1.2695 -0.8298
C -2.0331 0.7552 -0.0416
O -1.0162 1.6404 0.0393
Ce 0.9337 0.5931 0.2177
H -3.0607 1.1439 -0.0482
*
```

Results of the Löwdin charge analysis, in e, for atoms 1 through 8: P 0.5843; F -0.6565; O -0.3598; C -0.3061; H 0.1068; H -0.1934; C -0.3112; O -0.3782

***

10.
C2H3CeLiO2 | ωB97M-V/def2-TZVPD

The value obtained for the energy above the lowest of the compared OMol25 structures with the same formula, charge and spin is 4.0 kcal/mol. The LUMO energy (spin up / spin down) is -9.58 / -9.55 eV. Its expectation value of S² is 2.041. As for the max |F|: 5.46 eV Å⁻¹. The value obtained for the HOMO energy (spin up / spin down) is -0.5737 / -0.5788 Eh. For the total energy, the calculation gives -710.411863 a.u. The HOMO-LUMO gap (spin up / spin down) comes out at 6.028 / 6.202 eV.

```
! wB97M-V def2-TZVPD RIJCOSX def2/J DEFGRID3
* xyz 2 3
H 2.4334 2.3914 0.0791
O -1.0083 -0.0483 0.7448
C -0.1191 0.5906 1.4230
C 1.1335 0.9211 0.7978
O 1.3941 0.3460 -0.3722
Li 2.6875 1.2346 -1.4717
Ce -0.3871 -0.9686 -1.0802
H -0.3608 0.9736 2.4215
H 2.0132 1.1007 1.4296
*
```

Results of the Löwdin charge analysis, in e, for atoms 1 through 8: H 0.1653; O -0.2613; C -0.1860; C -0.3108; O -0.4911; Li 0.8006; Ce 2.0216; H 0.1539